Formula: C23H56F6LiO14S2V
Source: the OMol25 dataset
Level of theory: ωB97M-V with the def2-TZVPD basis set

XYZ file:
```
103
Properties=species:S:1:pos:R:3:forces:R:3:mulliken_spin:R:1
O 15.123854 -16.446739 1.172255 -1.378 0.551 -1.083 -0.259
V 14.659430 -15.348400 0.175032 3.657 0.602 0.686 1.250
Li 13.733048 -10.701256 0.967015 0.098 -0.329 -0.263 0.000
C 17.723778 -12.111828 1.089326 -0.134 0.535 -1.106 -0.003
F 18.194447 -11.084624 1.754354 0.042 -0.028 0.352 0.000
F 17.516268 -11.710159 -0.182782 0.089 -0.257 0.149 0.000
F 18.563742 -13.121101 1.106561 0.383 -0.227 -0.012 0.000
S 16.150804 -12.643786 1.800820 -0.216 -0.454 1.587 0.013
O 16.498814 -12.965164 3.156804 -0.120 0.219 -0.337 -0.001
O 15.253827 -11.530343 1.631438 -0.375 0.410 -0.255 0.000
O 15.755506 -13.826890 1.014630 -0.435 -0.479 -0.646 -0.005
C 13.797846 -12.380747 -3.094230 -0.230 -0.108 -0.095 0.000
F 13.477898 -13.369254 -3.925347 0.297 0.341 -0.052 0.000
F 15.125795 -12.298398 -2.970580 -0.241 0.113 -0.200 0.000
F 13.297322 -11.228080 -3.524089 0.310 -0.394 0.048 0.000
S 13.054345 -12.792721 -1.475469 -0.112 -0.234 0.156 0.004
O 11.714299 -13.180319 -1.685077 -0.492 -0.155 -0.158 0.000
O 13.927215 -13.946112 -1.055289 -0.322 -0.347 0.226 -0.001
O 13.284993 -11.638651 -0.644673 0.351 0.487 0.531 0.000
C 21.657496 -13.352472 -0.853897 -0.217 0.471 1.241 0.000
C 21.773714 -13.954951 -2.219243 0.250 0.823 -0.641 0.000
O 21.632933 -15.350432 -2.160336 -0.418 0.046 0.069 0.000
C 21.715073 -15.958185 -3.435453 0.541 -0.437 0.407 0.000
C 21.846585 -17.460159 -3.249052 0.019 0.232 -0.203 0.000
H 21.434531 -12.281248 -0.876687 0.068 -0.033 -0.380 0.000
H 20.849231 -13.798235 -0.262074 -0.009 -0.168 -0.269 0.000
H 22.549408 -13.439488 -0.228241 0.094 -0.264 -0.265 0.000
H 21.044527 -13.470120 -2.897874 -0.241 -0.433 0.152 0.000
H 22.734958 -13.666517 -2.681343 0.025 -0.285 0.200 0.000
H 20.834992 -15.720192 -4.043409 0.068 0.210 -0.100 0.000
H 22.633190 -15.589086 -3.908281 -0.210 0.064 -0.336 0.000
H 20.936655 -17.909217 -2.853859 -0.042 0.010 0.020 0.000
H 22.665758 -17.667405 -2.563850 0.023 -0.052 0.015 0.000
H 22.076959 -17.913287 -4.215307 -0.063 -0.093 0.081 0.000
C 22.253941 -9.920017 2.586250 0.116 -0.200 -0.846 0.000
C 21.124327 -10.874915 2.923593 0.248 0.510 -0.736 0.000
O 21.590154 -11.836923 3.822668 -0.008 -0.191 0.119 0.000
C 20.668671 -12.878100 4.058260 -0.094 0.082 0.195 0.000
C 21.199620 -13.746765 5.173616 0.225 -0.128 -0.096 0.000
H 22.478183 -9.204276 3.369755 0.119 -0.029 0.071 0.000
H 23.135561 -10.498968 2.296152 0.083 -0.027 0.529 0.000
H 22.037593 -9.401529 1.644097 -0.315 0.287 0.347 0.000
H 20.257482 -10.328586 3.320532 -0.008 -0.116 0.135 0.000
H 20.812216 -11.321204 1.962460 -0.083 -0.279 0.257 0.000
H 19.686985 -12.451253 4.319847 0.032 -0.047 -0.001 0.000
H 20.539013 -13.488758 3.151491 -0.028 0.118 -0.050 0.000
H 21.431723 -13.177024 6.071443 -0.205 0.131 0.007 0.000
H 22.135114 -14.211197 4.856688 -0.074 -0.094 -0.010 0.000
H 20.475758 -14.525880 5.412910 0.053 -0.033 0.051 0.000
C 23.615935 -9.210854 -2.089274 -0.702 -0.526 0.029 0.000
C 22.731379 -9.690386 -3.230779 -0.074 -0.271 0.158 0.000
O 21.445547 -9.965272 -2.680737 0.503 -0.135 0.420 0.000
C 20.395661 -9.795215 -3.585386 -0.307 0.793 0.186 0.000
C 19.106756 -9.997280 -2.832982 -0.918 -0.381 0.662 0.000
H 23.200649 -8.291108 -1.680828 0.331 0.231 -0.134 0.000
H 23.522212 -9.948750 -1.287138 0.191 -0.031 -0.043 0.000
H 24.660692 -9.141698 -2.376924 0.023 0.263 -0.011 0.000
H 22.618128 -8.958997 -4.037242 0.185 0.120 0.078 0.000
H 23.123188 -10.618047 -3.669221 0.075 0.104 -0.066 0.000
H 20.393354 -8.749080 -3.925681 0.169 -0.151 -0.329 0.000
H 20.516110 -10.466563 -4.440380 -0.181 0.008 -0.141 0.000
H 19.160992 -9.618857 -1.807172 0.491 0.077 -0.106 0.000
H 18.823671 -11.050750 -2.728677 0.041 0.029 -0.185 0.000
H 18.257197 -9.441402 -3.238391 0.144 -0.210 -0.440 0.000
C 17.587472 -15.693017 5.718386 -0.270 0.290 0.374 0.000
C 17.449418 -16.201157 4.307004 -0.117 -0.425 -0.343 0.000
C 17.386701 -17.729240 4.224978 0.034 -0.010 -0.106 0.000
O 16.242172 -15.708499 3.720070 -0.109 0.154 -0.213 -0.002
H 16.848532 -16.154964 6.378197 0.055 -0.151 -0.096 0.000
H 17.372761 -14.619871 5.761847 0.293 0.008 -0.045 0.000
H 18.582577 -15.886764 6.116687 0.021 0.024 0.046 0.000
H 18.294690 -15.864740 3.691230 0.021 0.150 0.149 0.000
H 16.373286 -18.045685 3.979043 -0.070 0.092 0.126 0.000
H 17.664539 -18.193244 5.170398 0.082 -0.030 -0.039 0.000
H 18.034239 -18.115639 3.436992 0.050 -0.025 0.076 0.000
H 16.326970 -14.748137 3.639662 0.047 -0.274 0.114 0.000
C 15.231111 -11.551638 6.987110 0.713 -0.343 0.618 0.000
C 14.543731 -11.419568 5.668190 -0.050 -0.114 -0.681 0.000
O 14.241252 -12.695103 5.088939 -0.214 0.251 -0.059 0.000
H 16.235819 -11.975205 6.867282 -0.086 0.040 -0.123 0.000
H 14.703308 -12.241664 7.646123 -0.185 0.182 0.019 0.000
H 15.370125 -10.589986 7.483441 -0.182 0.019 0.002 0.000
H 15.176335 -10.840500 4.979908 -0.117 0.009 0.010 0.000
H 13.592940 -10.894306 5.760629 -0.035 -0.046 0.053 0.000
H 15.031066 -13.032141 4.657256 0.099 0.037 0.134 0.000
C 18.836295 -8.136116 1.504964 0.986 -0.512 -0.577 0.000
C 17.700458 -8.065975 0.509893 -0.223 1.222 -0.408 0.000
O 18.044955 -6.984671 -0.393444 -0.097 -0.260 0.260 0.000
H 19.169754 -7.118879 1.700723 -0.234 0.033 0.301 0.000
H 19.710746 -8.623304 1.053017 -0.154 0.052 -0.103 0.000
H 18.667596 -8.687430 2.425791 -0.455 0.167 0.068 0.000
H 16.768571 -7.788605 1.021048 0.017 -0.235 0.007 0.000
H 17.528176 -8.932776 -0.133374 0.117 -0.404 0.495 0.000
H 17.238057 -6.660042 -0.802254 0.038 0.001 -0.066 0.000
C 17.612918 -14.724990 -3.054579 0.434 0.100 0.309 -0.002
C 17.251368 -14.509775 -1.601403 0.300 0.470 -0.068 0.003
O 16.328714 -15.572603 -1.143678 -0.517 0.220 0.225 0.000
H 18.311903 -15.560587 -3.152018 -0.413 -0.246 -0.133 0.000
H 18.196069 -13.880048 -3.429678 -0.202 0.190 0.175 0.000
H 16.716220 -14.820527 -3.660897 0.070 -0.203 -0.135 0.000
H 16.772107 -13.552371 -1.426661 -0.420 -0.223 -0.116 0.003
H 18.128751 -14.516828 -0.951450 -0.057 -0.263 -0.037 0.001
H 16.847146 -16.387730 -1.164921 -0.265 -0.187 0.221 -0.001
```
Forces are in eV/Å.

The calculation puts the orbital gap (spin up / spin down) at 0.213 / 0.232 hartree. The spin multiplicity is 2. Its total charge is +1.

---

Formula: C47H59BrCrF4NOPSSbSi3
Source: the OMol25 dataset
Level of theory: ωB97M-V with the def2-TZVPD basis set

XYZ file:
```
120
Properties=species:S:1:pos:R:3:forces:R:3:mulliken_spin:R:1
Cr 0.480528 0.068968 -0.405743 -0.345 0.124 -0.931 1.510
F -4.939735 -4.499621 -0.508625 0.519 0.459 -0.247 -0.001
C -4.118915 -3.476008 -0.796801 -0.154 0.315 -0.534 -0.007
C -4.253777 -2.772905 -2.014133 -0.472 -1.123 0.505 0.003
F -5.153228 -3.203258 -2.916773 0.276 0.211 0.394 -0.001
C -3.460695 -1.685580 -2.291830 0.922 0.807 0.111 -0.014
F -3.615005 -1.099424 -3.496868 -0.363 -0.287 0.431 -0.003
C -2.485977 -1.206839 -1.390856 -1.408 -1.587 1.022 -0.048
P -1.525708 0.329883 -1.532239 0.981 0.783 -0.241 -0.048
C -1.313300 0.340629 -3.358377 0.218 -0.017 0.074 -0.015
C -0.728388 -0.793347 -3.915684 0.007 0.015 0.089 -0.002
C -0.554138 -0.899042 -5.279832 0.018 -0.074 -0.061 -0.002
C -0.947914 0.141309 -6.106110 -0.030 0.054 -0.105 -0.002
C -1.489839 1.289156 -5.555152 0.017 0.061 -0.197 0.000
C -1.667034 1.397473 -4.186892 0.024 -0.127 0.257 -0.003
C -2.761677 1.694178 -1.385311 -0.213 -0.304 0.222 -0.053
C -2.383089 2.875406 -0.749568 0.228 -0.210 -0.177 0.010
C -3.230978 3.968750 -0.723112 -0.111 0.149 -0.162 -0.001
C -4.480852 3.891640 -1.315048 0.100 0.008 0.055 -0.001
C -4.888199 2.701958 -1.897772 -0.193 0.043 -0.047 0.000
C -4.042323 1.610149 -1.930760 0.110 0.158 0.106 0.000
C -2.332464 -1.988850 -0.213984 0.176 0.505 -1.577 -0.051
Br -0.703183 -1.712576 0.782704 -0.222 -0.246 0.427 -0.019
C -3.102861 -3.093737 0.067865 -0.310 -0.064 0.215 -0.007
F -2.876681 -3.793246 1.192624 -0.177 -0.003 -0.277 -0.003
H -0.423114 -1.608487 -3.266623 -0.010 0.007 -0.018 -0.014
H -0.127188 -1.795280 -5.706044 0.061 -0.088 -0.024 0.000
H -0.837090 0.053159 -7.176905 0.030 0.016 -0.084 0.000
H -1.793591 2.103165 -6.196169 -0.002 0.095 -0.075 0.000
H -2.094850 2.299380 -3.769264 -0.049 0.008 -0.012 -0.001
H -1.408562 2.944523 -0.276313 -0.036 -0.100 -0.056 0.007
H -2.920095 4.886863 -0.244300 0.045 0.042 0.048 0.000
H -5.133177 4.751789 -1.320848 -0.086 0.062 0.043 0.000
H -5.867851 2.626653 -2.346501 -0.105 0.008 -0.019 0.000
H -4.386221 0.706805 -2.403818 0.009 -0.111 -0.109 0.000
C -0.326893 -6.101254 -0.503626 0.038 0.041 -0.152 -0.001
C 0.355475 -5.429346 -1.704406 -0.213 -0.084 -0.057 0.004
C -0.713814 -4.654119 -2.483712 0.162 -0.030 0.127 -0.001
C 0.929112 -6.492348 -2.650126 -0.036 0.116 0.126 0.000
C 1.458566 -4.540342 -1.148477 -0.071 0.194 -0.042 -0.018
C 2.615010 -5.116983 -0.613508 0.259 0.104 0.068 0.005
C 3.647511 -4.343975 -0.106696 -0.067 -0.329 0.007 -0.005
C 3.484660 -2.976978 -0.042721 -0.249 0.704 0.009 -0.006
S 4.627064 -1.751708 0.449828 -0.667 0.161 -0.348 -0.024
C 3.420292 -0.503733 0.020041 -0.984 -1.993 -0.142 -0.104
N 2.225178 -1.019977 -0.290692 1.246 1.283 0.503 -0.008
C 2.284675 -2.372883 -0.463066 0.597 -1.294 -0.049 0.023
C 1.320986 -3.163544 -1.093923 -0.022 0.119 -0.069 0.022
C 3.783451 0.857573 -0.094558 0.482 1.765 -0.021 0.025
C 5.068407 1.232701 0.361389 -0.528 -0.380 -0.223 -0.033
C 5.518270 2.523593 0.295597 0.109 0.358 0.019 0.011
C 4.681947 3.507096 -0.220066 0.027 -0.261 0.048 -0.037
C 3.431506 3.168089 -0.696420 0.235 0.155 -0.054 0.018
C 2.945138 1.858085 -0.692532 0.065 -0.822 0.086 -0.017
H -1.152498 -6.722869 -0.842910 -0.122 -0.131 -0.013 0.000
H -0.717632 -5.347107 0.177983 -0.056 0.053 0.087 0.000
H 0.375307 -6.724727 0.045773 0.049 -0.066 0.072 0.000
H -1.457918 -5.355146 -2.859522 -0.032 -0.055 -0.043 0.000
H -0.284418 -4.131459 -3.337892 0.016 0.100 -0.067 0.000
H -1.239809 -3.940728 -1.851641 -0.007 0.153 0.038 -0.004
H 0.119523 -7.007770 -3.163298 -0.064 -0.080 -0.030 0.000
H 1.505916 -7.239782 -2.113504 0.143 -0.086 0.029 0.000
H 1.568099 -6.025077 -3.396723 0.068 -0.016 -0.110 0.000
H 2.733597 -6.188936 -0.624175 0.034 -0.128 -0.044 0.000
H 4.572811 -4.793224 0.218377 0.058 -0.146 0.068 0.000
H 0.486824 -2.660957 -1.566565 -0.027 -0.076 0.131 0.003
H 5.706806 0.460470 0.766912 0.145 0.033 0.080 -0.008
H 6.508848 2.779399 0.639472 0.091 -0.022 0.068 0.000
H 5.013537 4.531796 -0.271047 0.042 0.152 0.007 -0.003
H 2.838737 3.965751 -1.111915 -0.129 -0.034 -0.068 -0.002
C 2.581220 0.202403 -3.052911 0.027 -0.125 -0.259 0.008
O 1.477872 0.520466 -2.226718 0.180 0.075 -0.366 -0.003
C 1.601239 1.570899 -1.256538 -0.086 0.766 0.120 -0.010
C 0.897223 2.803074 -1.819477 0.067 -0.543 0.026 -0.035
H 2.226337 -0.538446 -3.773494 0.035 0.088 0.040 0.001
H 3.429691 -0.217382 -2.503248 -0.093 0.052 0.023 0.003
H 2.911171 1.099894 -3.588045 -0.024 -0.081 0.060 -0.003
H 1.479446 3.279386 -2.612638 0.036 0.177 -0.106 -0.001
H 0.706685 3.529915 -1.028873 -0.055 0.091 -0.028 0.006
H -0.054166 2.494951 -2.254539 0.091 0.147 0.067 0.002
C -0.826736 4.930654 2.215734 0.360 -0.533 -0.011 -0.001
Si 0.565255 3.719133 2.695017 0.089 0.690 0.252 -0.002
C 2.215220 4.496687 2.160063 -0.473 -0.402 -0.014 -0.002
C 0.602286 3.667749 4.590152 -0.011 -0.150 -0.503 -0.003
Sb 0.137412 1.340583 1.799847 -0.488 -0.213 2.006 -0.031
Si -2.321734 1.063963 3.054861 -0.285 0.213 -0.025 -0.007
C -2.383709 1.679503 4.875745 0.182 -0.256 -0.765 -0.005
C -3.620341 2.127699 2.109333 0.637 -0.440 0.353 -0.003
C -3.007181 -0.730932 3.050631 0.449 0.587 -0.037 0.003
Si 1.707267 0.057600 3.630603 -0.025 0.013 0.145 0.016
C 3.454148 0.853289 3.535814 -0.736 -0.397 -0.047 -0.001
C 1.128484 0.086278 5.465178 0.172 0.133 -0.837 0.002
C 1.752828 -1.799779 3.159637 -0.028 0.769 -0.056 -0.003
H -0.550064 5.934314 2.525012 0.126 0.193 0.103 0.000
H -1.759434 4.676674 2.708667 -0.193 -0.087 0.098 0.000
H -1.006021 4.953124 1.145297 -0.012 -0.007 -0.218 0.000
H 2.513927 5.254717 2.877387 -0.044 0.166 0.237 0.000
H 2.146222 4.972774 1.189001 -0.044 0.056 -0.259 -0.001
H 3.007162 3.757988 2.105198 0.175 -0.152 -0.004 0.002
H 0.171180 4.577460 4.992317 -0.113 0.275 0.078 0.000
H 1.619811 3.595676 4.953652 0.314 -0.059 0.073 0.000
H 0.047564 2.828766 4.982291 -0.175 -0.196 0.149 0.001
H -2.220277 2.748260 4.943253 0.047 0.269 -0.032 0.000
H -1.663337 1.189797 5.518690 0.219 -0.132 0.119 0.001
H -3.371314 1.473030 5.277074 -0.272 -0.083 -0.013 0.000
H -3.227958 3.101882 1.837078 0.037 0.107 0.013 -0.001
H -4.496808 2.285513 2.731292 -0.144 -0.047 0.260 0.000
H -3.951713 1.639072 1.197199 0.029 -0.079 -0.155 0.001
H -2.285009 -1.459996 3.402614 0.152 -0.115 0.076 -0.001
H -3.314185 -1.024907 2.051897 -0.019 0.014 -0.177 -0.002
H -3.883637 -0.801407 3.688538 -0.178 0.174 0.189 0.001
H 3.411910 1.920702 3.730932 -0.078 0.209 0.030 0.000
H 3.890770 0.714409 2.551505 -0.016 0.008 -0.107 -0.003
H 4.134223 0.415121 4.260746 0.044 -0.181 0.209 0.000
H 1.182402 1.074901 5.903874 -0.012 0.246 0.064 0.000
H 1.781890 -0.561995 6.041575 0.193 -0.188 0.062 0.000
H 0.115098 -0.285496 5.577394 -0.187 -0.080 -0.042 0.000
H 1.893638 -1.939974 2.093152 0.082 0.003 -0.195 0.002
H 0.823430 -2.295315 3.426347 -0.198 -0.011 0.123 -0.003
H 2.563512 -2.315896 3.665291 0.200 -0.013 0.195 -0.001
```
Forces are in eV/Å.

The calculation puts the orbital gap (spin up / spin down) at 0.241 / 0.165 hartree. The spin multiplicity is 2. The relative energy (zero: lowest compared OMol25 entry of this formula, charge and spin) comes out at 30.97 kcal per mole.

---

| no. | E_tot (eV) | maximum force (eV/Å) |
| --- | --- | --- |
| 1 | -117286.3867 | 3.769 |
| 2 | -212862.4788 | 2.355 |